# 1
59
Properties=species:S:1:pos:R:3:forces:R:3 method="wB97M-V/def2-TZVPD" fmax_ev_per_a=0.924 e_lumo_ev="-2.6288 / -4.7100" multiplicity=3 total_charge=+1 energy_ha=-4439.5158
Te -2.040 -1.224 -0.475 -0.27 0.44 -0.26
Pd 0.387 -2.113 -0.215 0.41 0.40 0.40
Br 0.697 2.021 6.031 0.00 0.00 0.05
O 0.554 -1.711 2.319 -0.14 -0.51 0.18
O 0.593 0.056 0.355 0.12 -0.20 0.16
O 3.117 0.424 -1.735 -0.03 0.09 0.10
O 2.045 -3.515 0.077 0.49 0.27 -0.01
N 1.378 2.465 -0.449 0.16 0.08 0.04
N 1.101 4.111 0.929 0.07 0.18 -0.09
N 2.340 -1.641 -1.056 0.21 0.34 -0.40
C -5.860 -2.876 -0.387 -0.02 -0.04 -0.04
C -2.732 -2.030 -2.326 -0.10 0.00 0.05
C 0.674 0.483 1.580 -0.13 -0.14 -0.08
C -3.444 -2.617 0.331 0.09 -0.04 -0.07
C -6.479 -2.609 -2.696 0.02 0.00 0.01
C 1.656 3.631 -1.167 -0.04 -0.42 -0.07
C 0.607 0.038 3.987 0.00 0.11 0.04
C 3.320 -0.678 -1.284 -0.26 -0.23 -0.09
C 0.689 -2.706 3.335 -0.03 0.16 0.04
C 1.635 6.007 -0.680 0.01 0.07 0.01
C 0.835 2.302 3.220 0.05 0.14 -0.18
C 4.344 -2.612 -0.223 0.00 0.17 -0.19
C 0.602 -0.405 2.692 0.04 -0.07 -0.07
C -6.830 -2.881 -1.380 0.01 0.02 -0.02
C 2.048 3.836 -2.482 0.02 -0.01 -0.10
C 2.856 -2.659 -0.393 -0.40 -0.75 0.36
C -5.158 -2.330 -3.023 -0.03 -0.03 0.01
C 1.464 4.686 -0.293 -0.10 0.06 0.36
C 0.707 1.418 4.244 -0.03 -0.25 0.09
C -4.537 -2.607 -0.711 -0.06 -0.06 0.06
C 2.225 5.149 -2.876 -0.01 0.00 0.04
C 4.673 -1.252 -0.861 -0.02 -0.04 0.05
C -4.184 -2.328 -2.033 0.01 0.00 -0.05
C 0.839 1.839 1.885 0.03 0.36 0.06
C 1.080 2.772 0.811 -0.08 0.14 -0.04
C 2.019 6.218 -1.990 0.01 -0.02 -0.03
H 1.610 -2.552 3.899 0.01 0.02 0.00
H -7.862 -3.086 -1.124 0.05 0.01 -0.02
H 5.315 -1.322 -1.738 0.00 -0.01 -0.01
H -6.136 -3.082 0.642 0.02 0.01 -0.04
H 0.914 4.609 1.781 -0.04 0.02 -0.01
H -2.953 -3.584 0.424 -0.05 -0.07 0.02
H -0.165 -2.684 4.014 -0.02 -0.01 0.00
H 2.534 5.362 -3.890 0.00 -0.01 0.02
H 4.797 -3.465 -0.729 0.02 0.02 -0.01
H -2.149 -2.924 -2.538 0.00 -0.05 -0.05
H 0.733 -3.661 2.826 0.01 -0.05 -0.08
H -2.584 -1.309 -3.125 -0.05 0.02 -0.01
H 2.169 7.231 -2.338 0.00 -0.04 0.00
H -4.888 -2.107 -4.050 -0.01 -0.01 0.06
H 0.960 3.353 3.447 0.01 -0.06 -0.01
H 2.217 3.007 -3.155 -0.01 0.00 0.03
H 4.603 -2.683 0.832 -0.01 0.01 0.01
H 5.141 -0.551 -0.171 0.03 -0.01 0.01
H 0.544 -0.652 4.816 0.00 0.01 -0.01
H -3.770 -2.281 1.311 -0.05 0.02 0.02
H -7.237 -2.605 -3.470 0.04 0.00 0.04
H 1.501 1.493 -0.729 0.02 0.00 -0.26
H 1.483 6.831 0.005 0.00 -0.04 -0.02


# 2
67
Properties=species:S:1:pos:R:3:forces:R:3 method="wB97M-V/def2-TZVPD" fmax_ev_per_a=3.856 e_lumo_ev=1.2205 de_lowest_kcal_mol=4.19 multiplicity=1 total_charge=-1 energy_ha=-4700.3736
Sc 0.568 0.023 0.732 0.30 -1.57 0.56
S 1.802 -3.414 2.137 0.67 1.04 0.64
S -0.697 -5.344 2.782 -1.03 -0.24 1.10
S 2.233 -2.214 0.505 -0.90 0.99 -0.11
S -1.415 -0.999 -3.884 -0.41 -0.21 0.42
S 0.691 -4.951 1.412 0.32 -0.77 -1.53
F 2.939 0.632 -1.659 -0.56 -0.19 -1.59
F 3.103 -0.347 -6.271 -0.86 0.61 0.52
F 0.570 -1.440 -6.088 -0.20 0.49 -0.31
F 0.510 -0.562 -1.551 -0.06 0.88 -0.25
F 4.123 1.055 -4.167 -0.94 -0.61 0.04
O -0.812 1.631 0.120 1.41 -0.15 0.27
O -2.739 1.982 -1.160 -0.20 -1.43 1.59
O 1.294 0.306 2.524 -0.50 -0.41 0.34
N 1.204 2.582 -0.591 -1.24 0.08 1.15
N -1.620 -1.143 1.423 0.05 -0.47 0.01
N -3.613 -2.682 2.144 1.40 -0.19 -1.67
N 1.709 1.772 0.447 2.00 2.28 0.50
C 4.492 -0.363 3.979 2.93 0.13 -0.04
C -0.730 3.066 -1.801 -3.22 0.82 -1.95
C 2.872 0.478 -4.090 1.73 1.20 1.21
C 0.212 -0.501 -3.949 0.07 -0.31 1.02
C -2.273 4.166 -3.873 -0.03 0.69 -1.42
C -1.664 -2.360 0.551 1.03 -0.55 0.68
C -4.046 -1.350 1.613 -0.80 -0.26 0.07
C 5.271 0.631 3.363 0.51 0.61 -0.28
C -2.905 -0.402 1.267 1.23 -0.76 -0.43
C -2.800 -3.343 0.977 -0.44 0.03 -1.35
C 4.676 1.525 2.520 -0.78 1.14 -0.37
C 2.259 0.386 -2.833 -0.09 -0.48 0.53
C 2.304 -0.066 -5.196 -1.91 -2.10 -0.77
C -0.131 3.895 -2.762 -0.67 0.62 -0.25
C -2.623 -2.585 3.254 -0.72 0.88 1.24
C -0.923 4.518 -3.746 1.36 -0.20 0.18
C 2.574 0.445 2.856 -0.43 0.41 -2.85
C 3.357 1.391 2.097 -0.49 -1.29 2.72
C -2.152 2.782 -1.995 0.81 0.12 0.64
C 0.958 -0.618 -5.109 3.20 0.87 -0.36
C -1.481 -1.655 2.851 0.45 0.07 -1.48
C 0.989 -0.148 -2.803 -0.09 -0.03 -0.08
C -0.118 2.464 -0.679 3.27 -1.22 0.21
C 2.753 2.231 1.136 -1.84 0.99 -2.23
C -2.936 3.316 -3.017 0.56 0.34 -0.86
C 3.175 -0.441 3.727 -2.38 -1.23 1.51
H -3.431 -3.486 0.043 0.13 0.05 1.59
H 6.351 0.810 3.420 -0.37 -0.65 0.84
H 0.936 4.068 -2.748 0.05 0.08 0.20
H 5.112 2.481 2.268 0.86 -0.24 -0.53
H -2.336 -4.290 1.320 -0.48 0.35 0.16
H 3.154 3.306 0.954 -0.69 -2.00 -0.06
H -3.041 -0.228 0.179 0.42 0.75 0.79
H -1.708 -2.150 -0.528 -0.21 0.45 0.36
H -1.360 -0.779 3.470 0.00 0.08 0.39
H -0.432 5.239 -4.460 -0.70 -1.04 0.76
H -4.662 -0.924 2.364 -0.86 0.42 0.57
H -0.690 -2.884 0.708 -0.67 0.26 -0.12
H 5.067 -1.047 4.600 -0.63 -0.17 0.08
H -2.227 -3.587 3.330 0.30 -0.52 0.37
H -2.740 4.535 -4.803 -0.18 -0.08 0.76
H -2.843 0.506 1.901 -0.34 -0.44 -0.61
H 2.483 -1.192 4.223 1.11 0.91 -0.73
H -3.122 -2.278 4.220 0.30 -0.23 -1.15
H -0.572 -2.280 2.848 0.01 0.43 0.21
H -3.979 2.999 -3.200 0.85 0.17 0.39
H -4.402 -3.261 2.464 0.39 0.31 -0.56
H -1.918 1.619 -0.455 -1.53 0.71 -1.04
H -4.602 -1.530 0.692 -0.28 -0.19 0.35